Entry 1:
{"formula": "C25H49N4O2PRuSi2", "method": "ωB97M-V/def2-TZVPD", "elements": ["Si", "H", "N", "C", "C", "Si", "H", "H", "H", "H", "C", "H", "H", "C", "H", "H", "H", "H", "H", "Ru", "H", "C", "H", "H", "C", "C", "H", "H", "C", "C", "H", "H", "C", "H", "C", "P", "H", "H", "H", "C", "H", "H", "N", "C", "C", "H", "C", "H", "H", "O", "H", "C", "H", "H", "H", "C", "H", "H", "H", "H", "N", "H", "H", "H", "H", "H", "C", "C", "N", "H", "H", "C", "C", "H", "H", "H", "C", "H", "H", "O", "C", "C", "C", "H"], "coordinates": [[-3.04205, 1.24734, 1.45710], [4.33831, -2.28093, -1.87831], [0.95646, 4.57586, 0.01304], [-2.99151, 2.73517, -2.11574], [0.47391, 5.93619, -0.12245], [-2.30686, 0.98252, -1.91286], [-2.94164, -4.88363, -0.54261], [-4.07667, 2.69224, -2.21200], [4.79456, -1.22441, 1.94304], [-4.23782, -0.49149, -2.55790], [3.62791, -0.63517, -0.64430], [-4.88235, 2.83839, 1.92249], [4.06674, 0.03690, 0.10319], [3.17666, 0.21567, -1.83775], [-4.85383, -3.58911, 0.43014], [-2.75315, -1.02954, -3.33503], [1.09767, -3.94050, -2.25235], [-0.62072, 0.80092, -3.73899], [2.80244, 4.87889, 1.07368], [0.04846, 0.13315, 0.05265], [2.89556, -4.23612, 1.01494], [2.10272, 4.18022, 0.65136], [-4.00870, 0.71084, 3.65698], [0.72129, -2.21207, -2.13014], [4.69592, -1.63684, -1.07699], [-1.62525, 2.38270, 2.02017], [2.86646, 2.14169, 0.96775], [-3.60545, 0.39039, -3.94458], [-4.61595, 2.21817, 1.06512], [2.42747, -0.17529, 2.72774], [-0.59864, 3.47758, -0.94402], [4.01665, 0.79020, -2.23142], [-2.44886, 0.34972, -0.11999], [-0.66883, 1.86289, 1.93516], [-3.94123, -3.09338, 0.12825], [2.12167, -1.32850, 0.22500], [-2.76460, 3.40206, -1.28288], [2.50107, -0.31199, 3.80704], [2.39035, 0.91212, -1.54576], [1.74639, -3.03937, -0.39473], [0.02077, 0.03814, -2.29371], [5.55893, -1.09043, -1.46169], [1.00001, 2.37583, -0.06214], [2.12055, 2.82012, 0.59440], [-2.89136, -3.81204, -0.42094], [-4.62545, -1.12151, 0.64181], [-2.63730, -1.09269, -0.16148], [2.25364, -5.11623, -0.35814], [1.44985, 0.25796, 2.51242], [-0.48752, -1.02222, 1.97270], [-3.90429, -0.77551, 2.72337], [1.46713, -2.97612, -1.89946], [4.30633, -2.91671, 1.76063], [3.65916, -4.08199, -0.58444], [-5.45079, 1.54195, 0.87436], [-3.32119, -0.14739, -3.03893], [1.94166, -2.24989, 2.41342], [3.20428, 0.53440, 2.43531], [2.79562, -0.41597, -2.64174], [1.28892, 6.59703, -0.40889], [-1.08276, -2.10414, 2.19512], [-4.51416, 2.87080, 0.19936], [-1.74392, 2.64888, 3.07128], [-0.29938, 5.97715, -0.88570], [0.81057, -3.25107, 0.13015], [0.05345, 1.80851, -2.47119], [2.71204, -4.17271, -0.05599], [0.32941, 3.46237, -0.39733], [-1.62503, -1.80057, -0.71190], [0.05612, 6.28166, 0.82305], [2.37416, -2.75342, -2.46056], [4.07439, -1.97986, 2.26084], [-3.81496, -1.72489, 0.25782], [4.21170, -2.12875, 3.33297], [-0.94700, -3.65626, -1.28672], [-2.60603, 3.18359, -3.03298], [-0.53973, 0.91365, -2.65683], [5.03357, -2.25815, -0.25106], [-2.46305, -0.11501, 3.47144], [-0.58203, -3.15709, 1.91296], [2.64118, -1.51255, 2.00722], [-3.38448, 0.15086, 2.95757], [-1.76377, -3.11843, -0.82442], [-1.56382, 3.30527, 1.44404]], "atomic_forces_ev_per_a": [[0.090, 0.299, 0.553], [-0.004, -0.019, 0.009], [-0.001, -0.211, -0.073], [0.198, -0.252, 0.202], [-0.104, 0.262, 0.083], [-0.218, 0.065, -0.762], [0.011, -0.015, -0.009], [-0.041, -0.012, 0.050], [0.040, -0.022, -0.021], [-0.042, 0.023, 0.012], [-0.439, 0.053, -0.129], [-0.002, -0.011, 0.053], [-0.050, -0.016, 0.033], [0.055, -0.045, 0.112], [0.008, -0.014, 0.048], [0.032, -0.026, 0.030], [-0.009, -0.004, -0.019], [-0.104, -0.095, -0.020], [-0.021, 0.054, -0.004], [0.435, -0.571, 0.967], [0.025, -0.052, -0.016], [0.150, -0.151, 0.068], [-0.031, 0.111, -0.046], [-0.016, -0.035, -0.073], [0.041, 0.048, 0.155], [-0.322, -0.078, -0.203], [-0.004, 0.004, 0.033], [0.050, 0.066, -0.028], [0.320, -0.100, -0.047], [-0.005, -0.090, -0.078], [-0.034, 0.070, 0.026], [0.001, 0.001, -0.033], [-0.291, 0.204, 0.025], [0.040, 0.064, 0.106], [0.031, -0.065, -0.128], [0.485, -0.490, 0.088], [-0.001, 0.054, 0.010], [0.013, 0.005, 0.011], [0.051, 0.067, -0.107], [-0.027, 0.218, -0.161], [0.070, -0.035, -0.288], [0.015, 0.003, -0.003], [-0.319, -0.381, -0.026], [0.074, 0.051, 0.067], [-0.092, 0.099, 0.014], [-0.028, -0.058, 0.061], [-0.260, -0.674, -0.206], [0.006, -0.007, -0.020], [0.027, 0.017, 0.100], [1.530, 1.670, -1.278], [-0.007, -0.028, 0.069], [0.043, 0.059, 0.115], [0.075, 0.008, 0.044], [0.032, -0.025, 0.060], [-0.019, -0.042, 0.006], [0.074, 0.080, 0.348], [-0.058, 0.050, -0.096], [0.015, 0.044, 0.026], [-0.017, 0.012, -0.026], [0.011, -0.060, -0.041], [-2.317, -1.083, 1.230], [0.006, 0.022, -0.012], [-0.129, -0.020, 0.020], [0.029, -0.050, -0.016], [0.028, 0.089, -0.002], [0.068, -0.044, -0.001], [-0.048, 0.085, 0.062], [-0.009, -0.014, -0.070], [-0.063, 0.274, 0.038], [0.007, -0.015, -0.024], [-0.021, -0.016, -0.061], [-0.079, -0.055, -0.135], [0.167, 0.281, -0.040], [0.004, 0.003, 0.005], [0.079, 0.039, 0.063], [0.055, -0.014, -0.033], [-0.235, 0.185, 0.538], [0.051, -0.028, -0.060], [0.069, -0.018, -0.072], [0.926, 0.111, -0.433], [-0.183, 0.263, -0.045], [0.013, 0.004, -0.427], [0.065, -0.141, -0.138], [0.037, 0.066, -0.032]], "mulliken_charge": [0.34, 0.30, 0.20, -1.43, -0.92, 1.02, 0.51, 0.40, 0.32, 0.35, 0.93, 0.37, 0.39, -1.13, 0.47, 0.33, 0.50, 0.61, 0.46, 1.00, 0.41, -0.88, 0.48, 0.12, -1.74, -0.56, 0.26, 0.43, -1.21, -1.45, 0.13, 0.52, 0.28, -0.13, -0.98, 0.38, 0.30, 0.46, 0.01, 1.45, -0.45, 0.49, 0.60, -0.52, -0.92, 0.64, 0.28, 0.48, 0.16, -0.15, 0.43, -1.69, 0.34, 0.26, 0.32, -1.40, 0.55, 0.30, 0.25, 0.36, -0.05, 0.33, 0.55, 0.33, -0.49, 0.34, -1.82, -0.82, 0.86, 0.33, 0.29, -1.69, -0.96, 0.47, 0.28, 0.45, -0.31, 0.31, 0.22, -0.38, 0.47, -1.11, -0.41, 0.16], "spin_multiplicity": 6, "relative_energy_kcal_mol": 11.8, "total_charge": 1, "orbital_gap_ev": [8.58, 5.72], "lumo_ev": [-1.745, -4.925]}

Entry 2:
{"formula": "C25H49N4O5", "method": "ωB97M-V/def2-TZVPD", "elements": ["O", "C", "C", "H", "H", "C", "H", "H", "H", "H", "O", "H", "H", "C", "H", "H", "H", "H", "H", "C", "H", "H", "C", "H", "H", "H", "C", "H", "N", "H", "H", "C", "C", "C", "H", "H", "C", "C", "H", "H", "H", "H", "H", "H", "H", "H", "H", "O", "H", "H", "H", "H", "C", "H", "C", "O", "H", "H", "C", "C", "C", "H", "H", "C", "N", "O", "N", "H", "C", "H", "C", "H", "C", "N", "C", "H", "C", "H", "H", "C", "C", "H", "H"], "coordinates": [[3.92955, 1.34463, 2.50024], [-7.09474, -0.99064, -3.69849], [1.19054, 3.13737, 4.59529], [-5.69388, -0.76846, -1.16913], [5.27740, 0.16150, 0.71137], [2.16214, -2.36608, -2.94479], [1.65057, 2.41794, 6.61154], [0.12772, -1.09414, 1.75900], [-4.19768, -0.30721, -1.98502], [1.43444, 0.02454, 4.52426], [3.10731, -0.76273, 2.78855], [4.47164, 1.57738, -3.82866], [-1.25916, 1.09120, 3.57337], [0.41700, -0.69367, 0.79011], [0.00611, -0.04591, 5.55630], [0.29412, 1.37906, 2.84096], [1.07235, 4.20753, 4.77349], [-4.28037, -0.54191, -4.23264], [5.06083, -1.57755, -3.44160], [-0.24250, -1.47551, -0.33859], [-4.40932, -1.80706, -5.44337], [2.35859, -3.26821, -3.52358], [0.98356, -2.63879, -2.03456], [2.03373, 2.61979, 1.53655], [-3.67952, -2.88751, -2.02726], [-8.05600, -0.99472, -4.21468], [2.61693, 2.11728, 0.78182], [-1.94420, 2.24684, 5.42989], [3.66805, 1.38780, 1.16276], [-0.41198, -2.51395, -0.05562], [-1.78039, 4.02095, 7.08839], [2.33037, 2.20481, -0.55976], [4.44746, 0.71283, 0.29838], [-2.65404, -1.93620, -4.23375], [1.66484, 3.07059, 3.60936], [-2.45608, -2.99260, -4.42252], [2.75071, 1.73155, -2.93797], [4.31836, -0.98937, -2.90506], [-6.51303, -0.16021, -4.09985], [1.48743, 2.79084, -0.89264], [-2.29647, -1.68874, -3.23225], [-6.49433, -2.61773, -4.96012], [-1.49119, 4.70359, 5.48465], [3.97382, -2.85612, -1.93059], [1.87043, -1.59115, -3.65384], [5.72008, -0.69002, -1.35000], [-1.21368, -1.03725, -0.57054], [1.63461, 1.59829, -3.31516], [-4.14615, -1.19415, -0.46295], [1.49869, -0.76848, 0.67203], [-0.14599, 4.43027, 6.60225], [1.29719, -3.30222, -1.22086], [3.40089, -1.95420, -2.14304], [3.05291, -1.52607, -1.20271], [-4.68421, -1.09636, -1.40919], [3.75108, 2.20998, -3.72008], [0.12638, 0.35259, 0.72744], [5.78517, 0.60447, -2.50058], [-1.09357, 4.02826, 6.24254], [-6.39540, -2.33970, -3.90678], [-4.13125, -1.62052, -4.40331], [-6.93549, -3.11080, -3.35134], [-0.57558, 1.96232, 6.49279], [0.34520, 0.03442, 4.52462], [-4.98621, -2.44361, -3.56803], [0.54222, -1.38927, -1.52351], [-0.13378, 2.55281, 4.48935], [2.96154, 3.28936, 5.82817], [-4.66986, -2.44120, -2.15211], [-7.29824, -0.79185, -2.64696], [5.09186, -0.04962, -1.96929], [-2.06644, -1.34649, -4.93858], [3.11980, 1.53812, -1.48740], [4.02110, -0.17414, 3.05537], [-0.95068, 2.61844, 5.69186], [3.75111, -0.45390, -3.66595], [-0.20786, 1.27634, 3.81178], [-5.35188, -3.13621, -1.65689], [2.60779, 1.63848, 5.35088], [4.20112, 0.75258, -1.05790], [2.15024, 2.58011, 5.65669], [0.16419, -3.11675, -2.57550], [0.01197, -0.86591, 4.00293]], "atomic_forces_ev_per_a": [[0.701, 0.683, -0.554], [-0.042, -0.036, 0.038], [0.082, 0.139, 0.096], [-0.004, 0.053, -0.064], [0.026, 0.022, 0.166], [-0.147, -0.206, 0.019], [-0.024, 0.011, -0.004], [-0.007, 0.105, 0.085], [0.011, -0.009, -0.015], [0.006, 0.022, 0.142], [0.140, -0.153, -0.240], [0.149, 0.092, 0.135], [-0.029, 0.037, 0.050], [-0.111, -0.169, -0.320], [-0.021, 0.059, 0.007], [0.015, 0.019, 0.064], [-0.051, -0.008, 0.031], [0.011, -0.001, -0.023], [0.032, 0.076, -0.209], [-0.129, 0.230, -0.279], [-0.072, -0.003, 0.010], [0.074, -0.014, -0.098], [-0.065, 0.213, -0.127], [0.130, -0.105, 0.241], [0.016, 0.018, -0.058], [0.000, -0.009, -0.009], [-0.266, 0.096, -0.412], [0.024, -0.058, -0.043], [-0.433, -0.119, 0.465], [0.093, -0.119, -0.010], [-0.016, 0.002, -0.004], [0.133, -0.094, -0.164], [-0.030, 0.088, -0.138], [0.093, 0.030, -0.013], [-0.019, -0.067, 0.026], [-0.034, -0.018, 0.033], [0.155, -0.047, -0.056], [0.150, -0.121, 0.159], [0.014, -0.004, -0.008], [-0.067, 0.025, 0.021], [0.021, 0.002, -0.005], [0.072, 0.026, -0.017], [0.023, 0.004, -0.020], [0.026, -0.003, 0.355], [-0.030, 0.102, -0.010], [0.115, 0.086, 0.117], [-0.156, -0.078, 0.074], [-0.172, 0.138, 0.020], [-0.001, -0.010, 0.003], [0.083, -0.049, 0.099], [0.003, -0.001, 0.006], [-0.053, -0.042, 0.099], [-0.087, -0.089, -0.545], [0.070, 0.116, 0.086], [-0.016, -0.055, 0.057], [-0.172, -0.085, -0.221], [0.070, 0.104, 0.101], [-0.025, 0.096, -0.100], [-0.007, -0.006, 0.009], [-0.160, -0.062, -0.104], [0.069, 0.074, 0.063], [0.041, 0.002, 0.055], [-0.008, 0.000, -0.010], [0.029, -0.065, -0.159], [-0.026, -0.003, -0.014], [0.205, -0.088, 0.309], [0.049, -0.021, -0.089], [-0.004, 0.006, 0.002], [0.110, -0.049, 0.152], [0.050, 0.027, 0.008], [-0.107, -0.358, 0.044], [-0.007, 0.000, -0.016], [0.127, -0.075, 0.113], [-0.351, -0.525, 0.597], [0.002, 0.065, 0.137], [-0.081, 0.097, 0.003], [-0.076, -0.096, -0.098], [-0.078, 0.031, -0.042], [-0.056, -0.039, 0.054], [-0.040, 0.252, 0.074], [0.083, 0.017, -0.121], [-0.016, -0.119, -0.059], [-0.005, 0.010, 0.052]], "mulliken_charge": [-0.38, -0.97, 0.27, 0.32, 0.45, -1.07, 0.31, 0.09, 0.22, -0.06, 0.02, 0.40, 0.32, 0.11, 0.34, -0.31, 0.45, 0.24, 0.59, -0.80, 0.50, 0.46, -0.74, 0.30, 0.36, 0.39, -0.46, 0.45, 0.51, 0.57, 0.44, -1.28, -0.32, -1.09, -0.60, 0.34, -0.28, -0.75, 0.28, 0.54, -0.05, 0.42, 0.34, 0.43, 0.37, 0.41, 0.12, -0.41, 0.34, -0.30, 0.30, 0.41, 0.27, -0.37, -0.94, -0.50, 0.28, 0.43, -1.42, -0.71, -0.44, 0.36, 0.27, -0.88, 0.09, -0.14, 0.22, 0.41, -0.73, 0.23, -2.24, 0.49, 1.91, 0.27, -0.32, 0.45, 0.07, 0.36, 0.18, 1.10, -1.05, 0.39, 0.44], "total_charge": 1, "orbital_gap_ev": 4.47, "lumo_ev": -5.085}

| no. | E_tot (Ha) |
| --- | --- |
| 1 | -2366.4131 |
| 2 | -1576.7590 |